The following is a quantum chemistry calculation of a molecular structure, C39H51BrPRh, from OMol25.

Summary:
- Highest occupied orbital energy (spin up / spin down): -13.250 / -14.451 eV
- Gap between HOMO and LUMO (spin up / spin down): 7.03 / 5.35 eV
- <S²>: 6.038
- LUMO (spin up / spin down): -0.229 / -0.335 hartree

Structure (ORCA input):
```
! wB97M-V def2-TZVPD RIJCOSX def2/J DEFGRID3
* xyz 2 5
Rh 0.2241 0.5213 0.9627
Br -1.6018 2.4066 0.4978
C -1.5536 3.0040 2.2924
C -2.5613 3.8722 2.7020
C -2.5303 4.3763 3.9900
C -1.4927 4.0240 4.8563
C -0.4829 3.1589 4.4381
C 0.5861 2.8338 5.3082
C 1.6238 1.9988 4.8862
C 1.6009 1.4755 3.6130
C 0.5282 1.7102 2.7073
C -0.4987 2.6020 3.1264
H -3.3522 4.1552 2.0196
H -3.3106 5.0522 4.3177
H -1.4661 4.4225 5.8653
H 0.5956 3.2580 6.3071
H 2.4416 1.7658 5.5584
H 2.4204 0.8397 3.3046
C 2.9810 4.0129 1.5760
C 3.1948 3.4605 0.1641
C 4.6592 3.6161 -0.2622
C 2.7403 2.0199 0.0317
C 3.4240 0.9748 0.6438
C 3.0672 -0.3632 0.4729
C 3.9917 -1.4299 1.0352
C 5.2042 -1.5704 0.1020
C 4.4868 -1.1425 2.4568
C 1.9703 -0.6801 -0.3697
C 1.3286 0.3608 -1.1059
C 1.6839 1.6883 -0.8172
C 0.5181 0.0578 -2.3619
C -0.5459 1.0952 -2.7118
C 1.5115 -0.0597 -3.5312
C 1.5715 -2.1056 -0.6366
C 2.3604 -2.8467 -1.5139
C 2.0380 -4.1535 -1.8425
C 0.9122 -4.7443 -1.2894
C 0.1253 -4.0242 -0.4066
C 0.4284 -2.7006 -0.0732
P -0.6135 -1.7849 1.1185
C -2.4105 -1.8766 0.5814
C -3.0918 -3.2447 0.7063
C -3.2263 -0.8694 1.4221
C -2.4267 -1.4441 -0.8905
C -0.3351 -2.5790 2.7803
C -0.4478 -4.1039 2.7668
C 1.0891 -2.1990 3.1902
C -1.3230 -1.9772 3.7881
H 3.3117 5.0524 1.6271
H 3.5614 3.4420 2.3092
H 1.9262 3.9780 1.8629
H 2.5842 4.0517 -0.5215
H 5.3336 3.1291 0.4481
H 4.9254 4.6736 -0.2955
H 4.8383 3.1903 -1.2519
H 4.2975 1.2019 1.2488
H 3.4631 -2.3820 1.0296
H 5.7424 -0.6217 0.0268
H 4.9187 -1.8775 -0.9045
H 5.8925 -2.3182 0.4999
H 5.2355 -0.3458 2.4618
H 4.9678 -2.0324 2.8665
H 3.6799 -0.8639 3.1340
H 1.2057 2.4874 -1.3736
H 0.0355 -0.9111 -2.2373
H -0.1024 2.0445 -3.0247
H -1.2377 1.2934 -1.8910
H -1.1417 0.7306 -3.5493
H 2.0503 0.8822 -3.6663
H 0.9736 -0.2794 -4.4554
H 2.2422 -0.8527 -3.3695
H 3.2410 -2.3890 -1.9512
H 2.6686 -4.7097 -2.5267
H 0.6515 -5.7660 -1.5359
H -0.7307 -4.5103 0.0387
H -3.0980 -3.6173 1.7314
H -2.6597 -3.9998 0.0506
H -4.1375 -3.1263 0.4037
H -3.5881 -1.3198 2.3446
H -4.1011 -0.5536 0.8473
H -2.6681 0.0268 1.6891
H -1.9322 -2.1756 -1.5333
H -1.9403 -0.4772 -1.0375
H -3.4639 -1.3459 -1.2234
H 0.3223 -4.5636 2.1474
H -1.4237 -4.4609 2.4399
H -0.2975 -4.4590 3.7912
H 1.8284 -2.6403 2.5186
H 1.2881 -2.5728 4.2001
H 1.2252 -1.1154 3.2011
H -2.3420 -2.3266 3.6244
H -1.3212 -0.8824 3.7660
H -1.0290 -2.2897 4.7937
*
```


The following is a quantum chemistry calculation of 2 unconnected molecules or ions with the total composition C4H13NO2, from OMol25.

Summary:
- Energy relative to the best compared isomer or geometry (same formula, charge and spin): 1.3303 eV
- Highest occupied orbital energy (spin up / spin down): -14.840 / -14.821 eV
- Gap between HOMO and LUMO (spin up / spin down): 11.46 / 6.80 eV
- <S²>: 0.755
- LUMO (spin up / spin down): -0.124 / -0.295 hartree

Structure (ORCA input):
```
! wB97M-V def2-TZVPD RIJCOSX def2/J DEFGRID3
* xyz 1 2
C 0.8334 0.1958 2.5392
N 0.8753 -0.0769 1.1306
C 0.4132 0.8513 0.1824
C -0.7799 0.3338 -0.7119
C -0.8260 1.1012 -2.0163
O -1.9969 0.3939 0.0038
H 0.9140 -0.7635 3.0594
H -0.1040 0.6517 2.7994
H 1.7097 0.7517 2.8580
H 1.7320 -0.5635 0.8512
H 0.0915 1.7698 0.6783
H 1.1509 1.2412 -0.5193
H -0.6182 -0.7304 -0.8757
H -1.8197 0.9765 -2.4465
H -0.6465 2.1702 -1.8941
H -0.1632 0.6676 -2.7709
H -1.9836 1.2009 0.5352
H 0.3247 -4.0605 -1.4979
H 0.7591 -2.7126 -1.0850
O 0.1344 -3.3985 -0.8201
*
```


The following is a quantum chemistry calculation of a molecular structure, C3H5N3S, from OMol25.

Summary:
- Energy relative to the best compared isomer or geometry (same formula, charge and spin): 4.0326 eV
- Highest occupied orbital energy: -7.822 eV
- Gap between HOMO and LUMO: 7.77 eV
- LUMO: -0.002 hartree

Structure (ORCA input):
```
! wB97M-V def2-TZVPD RIJCOSX def2/J DEFGRID3
* xyz 0 1
C 0.7345 1.6721 2.3847
C 0.4145 0.5088 0.0400
C -1.2855 -1.5303 -0.7064
N 0.5169 1.6131 3.5292
N 1.1024 1.8700 1.1892
N 1.0247 0.4828 -1.1182
S -0.8646 -0.3682 0.6541
H -0.4489 -2.1965 -0.8928
H -1.5696 -0.9800 -1.5974
H -2.1341 -2.0954 -0.3393
H 1.7717 1.1438 -1.2647
H 0.7382 -0.1201 -1.8782
*
```


The following is a quantum chemistry calculation of a single C4H8 molecule, from OMol25.

Summary:
- Energy relative to the best compared isomer or geometry (same formula, charge and spin): 1.1672 eV
- SMILES: C/C=C/C
- Highest occupied orbital energy: -9.329 eV
- Gap between HOMO and LUMO: 10.68 eV
- LUMO: 0.050 hartree

Structure (ORCA input):
```
! wB97M-V def2-TZVPD RIJCOSX def2/J DEFGRID3
* xyz 0 1
C -0.4057 -1.9084 -0.2073
C 0.0121 -0.4406 -0.4650
C -0.1566 0.4970 0.3911
C 0.5168 1.8016 0.2175
H -1.5528 -1.9652 -0.4689
H 0.0622 -2.6384 -0.8380
H -0.1545 -2.1236 0.8403
H 0.6590 -0.2600 -1.3921
H -0.8358 0.4746 1.4114
H -0.0036 2.5141 -0.4263
H 0.4588 2.3830 1.2459
H 1.5673 1.9182 0.0102
*
```